Entry 1:
Below is an isolated ion of composition C7H7N2 and charge +1 at a distorted geometry, with properties calculated with the ωB97M-V functional and the def2-TZVPD basis.

Geometry (Å):
1 C -1.5127 -1.3363 0.0822
2 C -2.6674 -0.6338 -0.2368
3 C -1.6464 1.3706 0.2064
4 C -0.3650 -0.5845 0.2653
5 C 1.6990 0.0389 -0.6885
6 C 1.1228 -0.6216 0.5215
7 C 1.0526 0.9111 0.3637
8 N -2.7035 0.6959 -0.0914
9 N -0.3975 0.8051 0.2584
10 H -1.6606 -2.4576 0.0855
11 H -3.5579 -1.0179 -0.4872
12 H -1.6078 2.4852 0.4026
13 H 2.8230 0.1816 -0.5903
14 H 1.1816 0.0075 -1.7238
15 H 1.5452 -1.2297 1.2653
16 H 1.5958 1.9443 0.8739

## Properties
SMILES ... c1cc2[n+](cn1)[C@@H]1C[C@H]21
Net charge ... +1
Energy relative to the best compared isomer or geometry (same formula, charge and spin) ... 41.6 kcal/mol
Frontier orbital gap ... 9.838 eV
E ... -10342.334 eV
Lowest unoccupied orbital energy ... -5.052 eV
HOMO ... -14.89 eV
Largest force on an atom ... 4.67 eV/Å

Atomic partial charges in e from the Löwdin method, atoms 1 to 2: 0.07, -0.02


Entry 2:
Below is an isolated ion of composition C7H7N2 and charge +1 at a distorted geometry, with properties calculated with the ωB97M-V functional and the def2-TZVPD basis.

Geometry (Å):
1 C -1.1278 0.2960 2.1462
2 C -0.4748 -0.8535 1.7850
3 C -0.9460 1.0695 0.9548
4 C 0.0679 -0.7675 0.3731
5 C 0.8336 -1.4652 -0.4707
6 C 1.0753 -0.8787 -1.8367
7 C 0.2278 1.1853 -1.3013
8 N -0.2783 0.6232 -0.0464
9 N 0.7301 0.2651 -2.2909
10 H -1.7452 0.5844 2.9395
11 H -0.4157 -1.8585 2.3852
12 H -1.3032 2.1166 0.8656
13 H 0.9542 -2.4436 -0.2393
14 H 1.6882 -1.3904 -2.5358
15 H -0.5405 1.8803 -1.6334
16 H 1.2543 1.6369 -1.0948

## Properties
SMILES ... C1=CC2=CC=NC[N+]2=C1
Net charge ... +1
Energy relative to the best compared isomer or geometry (same formula, charge and spin) ... 20.6 kcal/mol
Frontier orbital gap ... 8.587 eV
E ... -10343.243 eV
Lowest unoccupied orbital energy ... -6.073 eV
HOMO ... -14.66 eV
Largest force on an atom ... 5.00 eV/Å

Atomic partial charges in e from the Löwdin method, atoms 1 to 2: 0.04, 0.06